Density functional theory data (ωB97M-V/def2-TZVPD) for a structure of composition C43H44Cl2N13O5PbS.

Net charge: +1
HOMO-LUMO gap (eV): 1.938

XYZ file:
```
109
Properties=species:S:1:pos:R:3:lowdin_charge:R:1
Pb -0.52 0.47 0.14 1.50
Cl 1.62 7.27 -0.20 0.80
C 1.19 5.77 0.46 -0.63
C 0.21 5.04 -0.14 -0.03
C -0.18 3.78 0.39 -0.18
N -1.09 3.00 -0.15 0.07
C -2.12 3.49 -0.94 -0.41
O -2.49 4.64 -0.96 0.12
C -2.86 2.44 -1.74 -0.20
C -3.86 2.86 -2.60 0.02
C -4.56 1.91 -3.32 -0.02
C -4.24 0.57 -3.15 -0.02
C -3.21 0.25 -2.27 -0.13
N -2.53 1.15 -1.58 0.05
C 0.52 3.27 1.59 -0.18
C 1.55 4.07 2.17 -0.02
C 1.87 5.27 1.64 -0.64
Cl 3.12 6.20 2.33 0.80
N 0.17 2.09 2.03 0.09
C 0.44 1.64 3.31 -0.39
O 0.59 2.37 4.26 0.14
C 0.44 0.14 3.47 -0.20
C 0.68 -0.36 4.74 0.03
C 0.77 -1.73 4.92 -0.01
C 0.64 -2.55 3.80 -0.01
C 0.39 -1.96 2.57 -0.11
N 0.27 -0.65 2.41 0.02
H -0.29 5.42 -1.02 0.12
H -4.07 3.92 -2.69 0.13
H -5.35 2.20 -4.01 0.12
H -4.76 -0.21 -3.68 0.12
H -2.90 -0.78 -2.11 0.07
H 2.07 3.71 3.05 0.13
H 0.79 0.33 5.57 0.13
H 0.94 -2.16 5.89 0.12
H 0.73 -3.62 3.88 0.12
H 0.28 -2.57 1.68 0.10
C 0.03 -0.33 -4.65 -0.04
N 0.46 -0.94 -3.40 -0.16
C 1.48 -0.20 -2.70 -0.07
C -0.37 -1.79 -2.73 -0.38
N -0.58 -1.65 -1.44 0.04
C -1.06 -2.69 -0.62 -0.28
C -0.54 -3.99 -0.74 -0.04
C -0.94 -5.01 0.11 -0.07
C -1.86 -4.74 1.11 -0.07
C -2.37 -3.46 1.26 -0.04
C -1.98 -2.42 0.41 -0.29
N -2.43 -1.10 0.64 0.03
C -3.67 -0.82 0.94 -0.38
N -4.74 -1.61 0.64 -0.13
C -4.80 -2.52 -0.49 -0.03
C -5.92 -1.68 1.49 -0.04
N -3.98 0.32 1.61 -0.14
C -5.12 1.15 1.22 -0.04
C -2.99 1.01 2.41 -0.05
N -0.93 -2.75 -3.52 -0.14
C -2.16 -3.45 -3.23 -0.03
C -0.22 -3.29 -4.68 -0.04
H 0.78 -0.46 -5.43 0.10
H -0.12 0.75 -4.50 0.09
H -0.91 -0.76 -4.98 0.09
H 2.31 0.00 -3.38 0.11
H 1.85 -0.78 -1.86 0.08
H 1.12 0.77 -2.33 0.05
H 0.20 -4.18 -1.50 0.13
H -0.52 -6.00 0.00 0.11
H -2.19 -5.52 1.78 0.11
H -3.04 -3.23 2.07 0.13
H -3.89 -2.45 -1.08 0.05
H -5.65 -2.26 -1.12 0.10
H -4.91 -3.55 -0.16 0.10
H -5.76 -1.14 2.41 0.09
H -6.12 -2.73 1.74 0.10
H -6.81 -1.29 0.99 0.10
H -5.64 0.71 0.37 0.09
H -4.76 2.14 0.93 0.09
H -5.82 1.27 2.05 0.10
H -2.34 0.28 2.90 0.08
H -3.51 1.58 3.18 0.11
H -2.39 1.71 1.82 0.05
H -2.80 -2.85 -2.59 0.06
H -2.00 -4.41 -2.75 0.10
H -2.70 -3.61 -4.17 0.10
H 0.80 -2.92 -4.71 0.10
H -0.73 -3.05 -5.61 0.10
H -0.18 -4.38 -4.59 0.10
O 10.43 -1.20 1.76 -0.35
S 9.12 -0.95 2.29 0.39
O 8.18 -2.03 2.13 -0.37
O 9.08 -0.30 3.59 -0.36
C 8.41 0.45 1.28 -0.32
N 9.21 1.41 0.83 0.14
C 8.61 2.44 0.24 -0.10
C 7.23 2.52 0.09 0.00
C 6.49 1.45 0.58 -0.23
N 7.09 0.43 1.18 0.15
C 5.03 1.31 0.48 -0.11
C 4.19 2.25 -0.13 0.01
C 2.84 1.97 -0.21 -0.17
N 2.28 0.86 0.26 -0.05
C 3.08 -0.03 0.86 -0.12
C 4.44 0.15 0.99 0.04
H 9.26 3.23 -0.13 0.11
H 6.77 3.37 -0.40 0.09
H 4.57 3.18 -0.53 0.11
H 2.17 2.68 -0.70 0.10
H 2.61 -0.92 1.24 0.10
H 5.08 -0.58 1.47 0.13
```

Density functional theory data (ωB97M-V/def2-TZVPD) for the ion C4H9N3 with charge +2.

Net charge: +2
HOMO-LUMO gap (spin up / spin down) (eV): 8.747 / 8.749
Energy relative to the best compared isomer or geometry (same formula, charge and spin) (kJ/mol): 482.6

XYZ file:
```
16
Properties=species:S:1:pos:R:3:nbo_charge:R:1
C -0.61 0.74 0.33 0.67
C -1.48 -1.46 0.75 -0.13
C -0.17 2.05 0.01 -0.81
C 1.89 -1.10 -0.63 -0.52
N -0.21 -1.87 0.30 0.10
N -1.57 0.04 0.69 -0.52
N 0.66 -1.11 -0.07 0.10
H -2.33 -2.01 0.21 0.33
H -1.55 -1.60 1.82 0.30
H 0.88 2.25 0.29 0.34
H -0.87 2.92 0.45 0.36
H -0.01 1.97 -1.12 0.34
H 1.97 -0.34 -1.51 0.30
H 2.31 -1.99 -1.00 0.31
H 2.65 -0.74 0.01 0.31
H -2.52 0.45 0.85 0.52
```